# 1
The following is a DFT calculation (ωB97M-V with the def2-TZVPD basis set) of a structure of composition C3H28NO13.

Element x y z (Å)
O1 1.97 0.29 0.10
C1 0.86 0.84 0.00
O2 0.14 1.17 0.99
C2 0.34 1.15 -1.42
C3 0.05 2.63 -1.60
O3 -0.68 2.81 -2.82
N1 -0.91 0.37 -1.67
H1 1.65 -2.21 2.14
H2 1.08 0.81 -2.15
H3 0.98 3.20 -1.57
H4 -0.64 2.98 -0.83
H5 -0.09 3.10 -3.52
H6 -0.74 -0.63 -1.59
H7 -1.66 0.65 -1.02
H8 -1.25 0.57 -2.61
H9 2.75 -1.39 0.73
H10 2.39 -2.79 0.29
O4 2.70 -2.29 1.09
H11 1.86 -4.16 -1.55
H12 0.81 -3.00 -1.30
O5 1.76 -3.26 -1.24
H13 -1.98 -1.31 1.37
H14 -1.95 -2.68 2.08
O6 -1.38 -2.08 1.57
H15 -3.11 2.65 -0.01
H16 -3.25 3.05 -1.48
O7 -3.39 2.31 -0.88
H17 1.24 -0.81 2.98
H18 0.12 -1.89 2.39
O8 0.98 -1.89 2.88
H19 2.84 -0.18 -1.52
H20 2.90 -1.37 -2.47
O9 2.85 -0.41 -2.47
H21 -1.06 -2.47 -0.14
H22 -1.54 -3.11 -1.48
O10 -0.91 -2.48 -1.11
H23 -2.88 0.77 1.51
H24 -3.92 -0.04 0.69
O11 -2.99 -0.02 0.94
H25 2.43 0.46 2.40
H26 0.99 0.86 2.32
O12 1.64 0.44 2.96
H27 -1.28 2.07 1.49
H28 -2.29 2.86 2.46
O13 -2.19 2.43 1.61

Summary:
Charge: +1
E_HOMO, eV: -13.53
Energy above the lowest of the compared OMol25 structures with the same formula, charge and spin, eV: 0.000
Gap between HOMO and LUMO, eV: 10.73

***

# 2
The following is a DFT calculation (ωB97M-V with the def2-TZVPD basis set) of a cluster of 11 separate species, C3H29NO10S in total at a distorted geometry.

Element x y z (Å)
C1 -0.58 1.21 -2.79
C2 0.73 0.59 -3.31
C3 1.00 -0.84 -2.68
S1 2.62 -1.29 -3.33
N1 -1.64 0.39 -2.21
H1 -0.91 1.78 -3.67
H2 -0.37 1.99 -2.06
H3 0.61 0.53 -4.44
H4 1.45 1.40 -3.27
H5 0.26 -1.60 -3.08
H6 0.95 -1.00 -1.60
H7 2.71 -2.59 -3.25
H8 -1.27 -0.51 -1.91
H9 -2.21 0.07 -3.00
H10 2.89 0.35 2.72
H11 1.92 1.58 3.02
O1 2.83 1.23 3.11
H12 1.62 -1.90 1.91
H13 2.22 -1.36 0.64
O2 2.43 -1.51 1.57
H14 -0.79 1.34 3.19
H15 0.48 1.09 4.01
O3 0.09 0.91 3.13
H16 -3.24 -1.35 0.67
H17 -2.80 0.13 0.90
O4 -3.07 -0.69 1.36
H18 0.44 2.80 1.46
H19 -0.33 4.18 1.51
O5 -0.40 3.23 1.68
H20 0.71 -3.72 0.87
H21 -0.44 -2.70 1.14
O6 0.43 -2.82 0.66
H22 -0.74 -2.44 -0.58
H23 -1.85 -3.13 -1.60
O7 -1.62 -2.41 -1.00
H24 -1.49 -1.40 1.88
H25 -0.65 -0.89 2.90
O8 -0.86 -1.80 2.55
H26 -1.84 2.20 0.72
H27 -2.60 1.69 -0.64
O9 -2.58 1.73 0.32
H28 1.31 1.29 1.01
H29 2.72 2.24 0.88
O10 1.84 1.98 0.60

Summary:
Charge: -1
E_HOMO (alpha / beta), eV: 0.48 / -6.41
Multiplicity: 2
<S²>: 0.751
Gap between HOMO and LUMO (alpha / beta), eV: 2.06 / 9.12

***

# 3
The following is a DFT calculation (ωB97M-V with the def2-TZVPD basis set) of a structure of composition C3H2AgFO2.

Element x y z (Å)
C1 2.52 0.04 3.27
O1 1.73 -0.50 2.66
O2 -1.70 0.11 0.42
C2 -1.77 0.49 -0.78
C3 -0.46 0.40 -1.53
H1 0.02 1.39 -1.58
H2 -0.63 0.02 -2.55
Ag1 -0.21 -1.44 1.04
F1 0.51 -0.50 -0.93

Summary:
E_HOMO (alpha / beta), eV: -6.56 / -6.56
Energy above the lowest of the compared OMol25 structures with the same formula, charge and spin, eV: 0.069
Gap between HOMO and LUMO (alpha / beta), eV: 5.45 / 5.46

***

# 4
The following is a DFT calculation (ωB97M-V with the def2-TZVPD basis set) of a structure of composition C3H2BaLiO3 at a distorted geometry.

Element x y z (Å)
H1 2.10 -3.17 0.10
O1 -0.14 1.71 -0.15
C1 0.57 0.56 -0.39
C2 -1.44 1.65 0.01
O2 1.76 0.64 0.01
O3 -0.04 -0.47 -0.70
C3 -2.60 1.45 0.25
Ba1 3.50 -1.38 0.22
H2 -3.61 1.14 0.46
Li1 -0.09 -2.13 0.20

Summary:
Charge: +1
E_HOMO, eV: -12.27
Energy above the lowest of the compared OMol25 structures with the same formula, charge and spin, eV: 0.443
Gap between HOMO and LUMO, eV: 7.87

***

# 5
The following is a DFT calculation (ωB97M-V with the def2-TZVPD basis set) of a structure of composition C3H2BeLi2O3 at a distorted geometry.

Element x y z (Å)
C1 -0.64 0.30 0.48
C2 0.21 -0.63 0.00
O1 -1.96 0.24 0.28
H1 -0.28 1.23 0.93
H2 0.01 -1.64 -0.36
Li1 -2.68 1.17 -0.49
Li2 -2.02 -1.27 0.95
O2 0.87 0.41 -1.51
C3 1.90 0.54 -0.87
O3 1.96 -0.73 0.30
Be1 2.62 0.38 0.27

Summary:
Charge: +2
E_HOMO, eV: -17.78
Gap between HOMO and LUMO, eV: 8.15

***

# 6
The following is a DFT calculation (ωB97M-V with the def2-TZVPD basis set) of a cluster of 2 separate species, C3H2Br2 in total at a distorted geometry.

Element x y z (Å)
C1 0.60 0.03 1.03
C2 0.33 -1.23 0.74
C3 -0.41 -0.60 -0.34
Br1 1.09 2.11 -1.40
Br2 -2.30 -0.79 -0.24
H1 0.81 0.86 1.51
H2 -0.13 -0.38 -1.30

Summary:
E_HOMO (alpha / beta), eV: -10.39 / -8.92
Energy above the lowest of the compared OMol25 structures with the same formula, charge and spin, eV: 3.194
Gap between HOMO and LUMO (alpha / beta), eV: 8.38 / 5.48